#1
ORCA calculation (ωB97M-V/def2-TZVPD) on a single C5H8S molecule.

SMILES: C=CC(=C)CS
Kohn-Sham gap: 9.9 eV
multiplicity: 1

Geometry as XYZ:
```
14
Properties=species:S:1:pos:R:3:nbo_charge:R:1
C 2.25061 -0.68445 0.00558 -0.395
C 0.95319 -1.00004 -0.25025 -0.257
C 0.06416 0.21338 -0.07503 -0.025
C 0.30925 1.49796 -0.57177 -0.411
C -1.36832 0.15847 0.72597 -0.609
S -2.44407 -0.49878 -0.46297 0.014
H 2.86992 -1.55021 -0.43305 0.209
H 2.62831 0.20182 0.58406 0.234
H 0.57545 -2.00112 -0.98317 0.249
H -0.57128 2.15228 -0.19616 0.211
H 1.04784 1.71634 -1.35065 0.221
H -1.06444 -0.54861 1.63480 0.222
H -1.69621 1.15287 1.17545 0.223
H -3.55440 -0.80990 0.19720 0.115
```



#2
ORCA calculation (ωB97M-V/def2-TZVPD) on a single C5H8S molecule.

SMILES: C=C(C)CC=S
Kohn-Sham gap: 8.6 eV
multiplicity: 1

Geometry as XYZ:
```
14
Properties=species:S:1:pos:R:3:nbo_charge:R:1
C -1.37947 -0.45768 1.13491 -0.433
C -0.28720 -0.32703 0.30845 0.033
C 1.07739 -0.32086 1.15436 -0.638
C -0.09545 -0.24378 -1.16117 -0.525
C 0.27113 1.10883 -1.76049 -0.278
S 0.69804 2.36437 -0.88550 0.085
H -2.45987 -0.63932 1.22347 0.219
H -1.31718 -0.47273 2.22667 0.188
H 1.11114 0.75669 1.48344 0.232
H 1.77708 -0.43051 0.43193 0.202
H 0.88679 -0.98924 1.97819 0.226
H 0.79882 -1.02729 -1.51090 0.241
H -0.99597 -0.62697 -1.83576 0.242
H -0.08524 1.30554 -2.78759 0.207
```



Which one sits at the bottom of the stability order? #1 does.



#1
ORCA calculation (ωB97M-V/def2-TZVPD) on C20H22Br2MnN10O3S as an isolated structure.

Kohn-Sham gap (alpha / beta): 6.6 / 6.5 eV
multiplicity: 2

Geometry as XYZ:
```
59
Properties=species:S:1:pos:R:3:nbo_charge:R:1
Mn -0.08404 0.00550 -0.31935 0.860
C -3.53821 -3.34620 2.92685 -0.617
C -3.93337 -1.87650 2.97422 -0.215
N -3.71910 -1.19230 1.70987 -0.581
C -2.51239 -0.81044 1.25658 0.329
S -2.42020 -0.15804 -0.33579 -0.205
N -1.49584 -0.96783 2.10716 -0.473
N -0.32623 -0.58033 1.56798 -0.187
C 0.74828 -0.72637 2.28848 0.136
C 0.76200 -1.35147 3.64351 -0.667
C 1.92568 -0.10778 1.69391 0.184
C 3.13622 0.06101 2.37105 -0.243
C 4.13219 0.82473 1.79727 -0.156
C 3.90132 1.43127 0.56635 -0.263
C 2.69183 1.19958 -0.05664 0.042
N 1.74162 0.41456 0.46051 -0.461
H -3.76239 -3.83240 3.87793 0.205
H -2.47192 -3.43843 2.72393 0.223
H -4.07841 -3.86836 2.13618 0.209
H -3.35948 -1.35485 3.73926 0.211
H -4.99016 -1.76992 3.22240 0.195
H -4.46617 -1.15198 1.03826 0.408
H -0.06220 -2.05691 3.71894 0.257
H 0.62566 -0.60390 4.43047 0.228
H 1.70186 -1.87207 3.82856 0.212
H 3.26741 -0.38116 3.34790 0.229
H 5.07179 0.97233 2.31383 0.223
H 4.63606 2.07228 0.10102 0.230
H 2.45884 1.65287 -1.01547 0.217
N 2.56198 -1.25492 -2.13461 -0.612
N 2.86296 -2.22428 -1.18464 -0.433
C 1.85644 -2.86847 -0.55366 0.645
N 2.27154 -3.90518 0.22634 -0.795
N 0.62170 -2.41287 -0.63835 -0.479
N -0.34310 -3.41099 -0.42026 0.635
O -0.12378 -4.54396 -0.83634 -0.447
O -1.36075 -3.06911 0.11876 -0.345
H 3.19413 -1.31253 -2.91854 0.370
H 2.54330 -0.34022 -1.70905 0.361
H 3.76070 -2.21940 -0.71852 0.376
H 3.09576 -4.38502 -0.09962 0.396
H 1.54980 -4.53653 0.53545 0.419
Br 0.84390 1.06644 -5.20876 0.055
C 0.36793 2.21033 -3.78248 -0.205
C 0.25871 3.58976 -4.00836 -0.212
C -0.05573 4.45384 -2.99401 -0.114
Br -0.18192 6.31075 -3.36255 0.039
C -0.26956 3.97498 -1.68065 -0.104
C -0.56598 4.75780 -0.54066 -0.143
C -0.71952 4.15127 0.67360 -0.237
C -0.58598 2.75455 0.77744 0.057
N -0.32163 2.00250 -0.26372 -0.384
C -0.16475 2.58654 -1.48211 0.073
C 0.14750 1.65152 -2.52894 0.393
O 0.22389 0.40162 -2.22863 -0.743
H 0.43097 3.97081 -5.00551 0.239
H -0.66535 5.82994 -0.64204 0.233
H -0.94663 4.72998 1.55809 0.223
H -0.71407 2.24095 1.72305 0.207
```



#2
ORCA calculation (ωB97M-V/def2-TZVPD) on C20H22Br2MnN10O3S as an isolated structure.

Kohn-Sham gap (alpha / beta): 6.6 / 6.5 eV
multiplicity: 2

Geometry as XYZ:
```
59
Properties=species:S:1:pos:R:3:nbo_charge:R:1
Mn -0.44759 -0.55454 0.23189 0.961
C -1.89073 5.27327 2.14943 -0.615
C -2.26692 4.66595 0.80519 -0.217
N -2.67231 3.27517 0.88717 -0.587
C -1.81143 2.23135 0.93237 0.300
S -2.48052 0.65104 1.07436 -0.284
N -0.52648 2.56082 0.87911 -0.485
N 0.29432 1.46906 0.72571 -0.246
C 1.51099 1.63547 1.12170 0.183
C 2.01431 2.84098 1.84972 -0.679
C 2.47626 0.55918 0.72962 0.166
C 3.83187 0.65787 1.02825 -0.247
C 4.69363 -0.32609 0.56803 -0.151
C 4.18120 -1.36273 -0.19216 -0.261
C 2.81753 -1.37920 -0.44574 0.079
N 1.98075 -0.45370 0.01439 -0.461
H -1.73191 6.34857 2.05464 0.208
H -0.97431 4.82020 2.52555 0.213
H -2.68006 5.11240 2.88533 0.204
H -1.42141 4.72266 0.12074 0.217
H -3.09452 5.21592 0.35373 0.196
H -3.63796 3.05146 1.05450 0.406
H 1.17396 3.39816 2.25443 0.257
H 2.57372 3.51345 1.19404 0.232
H 2.68340 2.54413 2.65848 0.214
H 4.20839 1.49598 1.59434 0.224
H 5.75115 -0.27144 0.79150 0.221
H 4.81275 -2.14274 -0.59293 0.228
H 2.37175 -2.15507 -1.05549 0.220
N -0.16762 -0.88453 2.34488 -0.638
N 0.31463 -2.07003 2.91224 -0.428
C 0.52788 -3.14154 2.09904 0.627
N 0.79645 -4.29190 2.71764 -0.783
N 0.44709 -2.84848 0.81164 -0.457
N 0.65563 -3.86720 -0.10322 0.648
O 0.55418 -3.52996 -1.25909 -0.366
O 0.86533 -5.03272 0.24059 -0.460
H 0.36506 -0.09265 2.69004 0.379
H -1.15158 -0.72774 2.55533 0.410
H 0.12515 -2.23040 3.88958 0.382
H 0.80364 -4.34219 3.71975 0.400
H 0.93089 -5.10661 2.13450 0.454
Br -3.99202 -4.03973 -1.07084 0.048
C -3.02735 -2.78829 -2.10522 -0.200
C -3.23213 -2.75763 -3.49592 -0.202
C -2.53956 -1.90013 -4.30283 -0.148
Br -2.84758 -1.92241 -6.17411 0.035
C -1.59198 -1.00874 -3.74210 -0.028
C -0.77590 -0.10595 -4.46286 -0.140
C 0.11695 0.68716 -3.80185 -0.257
C 0.20092 0.60483 -2.39923 0.058
N -0.54874 -0.21518 -1.70423 -0.436
C -1.42754 -1.03717 -2.34822 0.059
C -2.11805 -1.95092 -1.47959 0.412
O -1.83196 -1.91990 -0.22650 -0.754
H -3.95197 -3.43809 -3.93000 0.237
H -0.86558 -0.05982 -5.54012 0.229
H 0.75479 1.37943 -4.33258 0.222
H 0.87112 1.24090 -1.83460 0.203
```



Which one sits at the bottom of the stability order? #2 does.



#1
ORCA calculation (ωB97M-V/def2-TZVPD) on a single BrClHOP molecule.

SMILES: OP(Cl)Br
Kohn-Sham gap: 9.5 eV
multiplicity: 1

Geometry as XYZ:
```
5
Properties=species:S:1:pos:R:3:nbo_charge:R:1
O -1.20654 0.24633 0.53372 -0.982
P 0.35449 0.04831 0.90962 1.136
Cl 0.90770 -1.79690 -0.65668 -0.489
Br 1.27245 1.42198 -0.39058 -0.177
H -1.32810 0.08028 -0.39609 0.511
```



#2
ORCA calculation (ωB97M-V/def2-TZVPD) on BrClHOP as an isolated structure.

Kohn-Sham gap: 9.5 eV
multiplicity: 1

Geometry as XYZ:
```
5
Properties=species:S:1:pos:R:3:nbo_charge:R:1
O 1.62846 -1.71144 -0.65354 -1.024
P 2.32928 -1.35002 0.56765 1.308
Cl 0.16496 0.31102 1.21048 -0.236
Br 3.54904 0.49009 -0.09314 -0.354
H -0.39723 -0.01597 0.05821 0.307
```



Which one sits at the bottom of the stability order? #2 does.



#1
ORCA calculation (ωB97M-V/def2-TZVPD) on H4NO2SSi as an isolated structure.

net charge: -1
Kohn-Sham gap: 8.2 eV
multiplicity: 1

Geometry as XYZ:
```
9
Properties=species:S:1:pos:R:3:nbo_charge:R:1
N -0.66410 -2.41413 0.86555 -1.060
O 1.71213 1.57832 -0.02848 -1.296
O -0.92695 -0.48613 2.34314 -0.920
Si 0.50256 1.48488 -0.90445 1.429
S -0.02561 -1.04488 1.33069 1.467
H -0.12334 -2.80801 0.01070 0.346
H -0.42805 2.61928 -1.21793 -0.293
H 0.52938 0.90828 -2.15057 -0.314
H -0.57602 0.16240 -0.24866 -0.358
```



#2
ORCA calculation (ωB97M-V/def2-TZVPD) on H4NO2SSi as an isolated structure.

net charge: -1
Kohn-Sham gap: 7.5 eV
multiplicity: 1

Geometry as XYZ:
```
9
Properties=species:S:1:pos:R:3:nbo_charge:R:1
N -0.01406 -0.92478 -0.18938 -1.571
O 2.57931 -1.58005 0.10978 -0.905
O 1.51832 0.88703 0.64892 -1.024
Si -0.01267 0.69982 0.09944 1.576
S 2.70940 0.54100 -0.21035 0.652
H 1.53222 -1.46156 0.01623 0.506
H -0.89301 -1.39000 -0.68762 0.360
H 0.05296 1.73049 -0.96534 -0.304
H -0.69418 1.45590 1.18073 -0.291
```



Which one sits at the bottom of the stability order? #2 does.



#1
ORCA calculation (ωB97M-V/def2-TZVPD) on C31H37KN12OS3 as an isolated structure.

Kohn-Sham gap: 6.9 eV
multiplicity: 1

Geometry as XYZ:
```
85
Properties=species:S:1:pos:R:3:mulliken_charge:R:1
K -0.08886 0.00114 -0.27749 0.565
S -0.69786 -0.01986 2.74445 -0.445
C -2.21003 0.01001 2.00694 -0.125
N -2.42186 0.00720 0.71553 0.601
C -3.76386 -0.01046 0.39925 -0.922
C -4.28971 -0.04830 -0.89177 -0.355
C -5.66307 -0.08286 -1.06093 -0.682
C -6.52238 -0.06453 0.03547 -0.469
C -6.01948 -0.01277 1.32671 -0.502
C -4.64407 0.00461 1.49819 0.918
S -3.71339 0.03018 2.97052 -0.381
H -3.61300 -0.05262 -1.73812 0.437
H -6.07891 -0.12347 -2.05998 0.376
H -7.59258 -0.08699 -0.12460 0.360
H -6.68461 0.01281 2.18011 0.384
N -0.33944 3.22884 -0.03798 -0.444
N -0.59557 3.23238 1.34348 -0.063
C 0.37310 3.57662 2.22742 0.513
N 0.09010 3.36861 3.52785 -0.465
S 1.78535 4.32840 1.73640 -0.466
H 0.67477 3.32074 -0.10888 0.065
H -0.71496 4.09728 -0.40192 0.273
H -1.32267 2.59510 1.63654 0.156
H -0.49871 2.57321 3.75700 0.237
H 0.86000 3.52744 4.15461 0.241
N 6.69872 3.35414 1.59884 -0.496
C 6.02210 2.50977 1.21186 0.014
C 5.22538 1.43218 0.71301 0.392
C 5.71137 0.12708 0.74816 -0.464
C 4.92564 -0.88278 0.22413 -0.849
C 3.68877 -0.54883 -0.30769 0.170
N 3.20779 0.69174 -0.32786 -0.078
C 3.95822 1.66242 0.17399 -0.403
H 6.68036 -0.07864 1.18244 0.468
H 5.26366 -1.91000 0.22928 0.480
H 3.04938 -1.31008 -0.74078 0.375
H 3.54264 2.66163 0.15607 0.380
C 0.51553 -1.13433 -7.06638 -1.127
N 0.31848 -0.48554 -5.79540 -0.176
N 0.74733 -1.02709 -4.59784 0.769
C 0.33512 -0.21389 -3.54712 0.281
O 0.58855 -0.46190 -2.35958 -0.094
C -0.39816 0.84357 -4.16710 -1.264
C -0.38569 0.63366 -5.51794 0.668
C -0.98521 1.45559 -6.60413 -1.638
C 1.57737 -2.16608 -4.46136 -0.345
C 1.19657 -3.40803 -4.95619 0.315
C 2.01006 -4.50982 -4.73799 -0.787
C 3.18100 -4.38277 -4.00582 -0.413
C 3.55302 -3.14174 -3.50784 -0.658
C 2.76324 -2.02947 -3.74554 -0.397
H 1.42383 -1.73046 -7.03308 0.479
H 0.62516 -0.37868 -7.84084 0.364
H -0.32405 -1.78569 -7.32616 0.323
H -0.85445 1.66215 -3.63763 0.520
H -1.53315 2.28604 -6.16761 0.375
H -1.67113 0.86823 -7.21605 0.342
H -0.20939 1.86250 -7.25496 0.340
H 0.26232 -3.52286 -5.49132 0.453
H 1.72007 -5.47860 -5.12328 0.372
H 3.79789 -5.25030 -3.81360 0.416
H 4.46775 -3.04074 -2.93760 0.440
H 3.03674 -1.05422 -3.36618 0.541
C -0.62538 -3.28980 1.35821 -0.892
N -0.17884 -2.71599 0.08019 1.045
C -1.08661 -3.18426 -0.97063 -0.450
N -1.11941 -4.64719 -1.06237 0.061
C -1.54192 -5.17244 0.24032 -0.739
N -0.64494 -4.75557 1.31846 0.124
C 0.70319 -5.22526 1.00201 -0.680
N 1.18464 -4.70226 -0.28199 0.178
C 1.15824 -3.23828 -0.20820 0.474
C 0.24224 -5.11490 -1.32543 -0.194
H -1.63045 -2.92722 1.58236 0.145
H 0.04470 -2.96162 2.15339 0.257
H -0.75809 -2.77989 -1.93247 -0.115
H -2.09687 -2.82446 -0.75835 0.220
H -1.56216 -6.26386 0.19330 0.345
H -2.54800 -4.80756 0.45764 0.370
H 0.70211 -6.31717 0.96294 0.343
H 1.38470 -4.90231 1.79230 0.337
H 1.49558 -2.83834 -1.16880 -1.365
H 1.84050 -2.92199 0.58614 0.399
H 0.23861 -6.20590 -1.39167 0.412
H 0.57714 -4.70510 -2.28064 -0.170
```



#2
ORCA calculation (ωB97M-V/def2-TZVPD) on C31H37KN12OS3 as an isolated structure.

Kohn-Sham gap: 7.1 eV
multiplicity: 1

Geometry as XYZ:
```
85
Properties=species:S:1:pos:R:3:mulliken_charge:R:1
K 0.29480 -0.28014 -0.44884 1.153
S 3.07916 0.59021 -1.03426 -0.486
C 2.41372 1.78330 -0.02146 0.116
N 1.19241 1.79964 0.47349 0.485
C 0.94835 2.92459 1.24774 -1.194
C -0.26980 3.22917 1.85790 -0.182
C -0.38401 4.39448 2.60038 -1.025
C 0.69983 5.26370 2.74209 -0.547
C 1.91146 4.98205 2.12701 -0.445
C 2.02378 3.81522 1.37988 0.747
S 3.36813 3.19482 0.47104 -0.331
H -1.11416 2.55790 1.72957 0.873
H -1.33045 4.64152 3.06727 0.439
H 0.58989 6.17047 3.32330 0.393
H 2.75031 5.66130 2.21838 0.403
N -2.86228 -1.81456 -1.44106 -0.606
N -2.75739 -1.92996 -0.04091 -0.062
C -3.32608 -1.02529 0.79610 0.287
N -2.94654 -1.18031 2.08738 -0.402
S -4.42861 0.13298 0.30533 -0.391
H -2.28987 -1.02290 -1.72220 -0.080
H -3.82077 -1.53647 -1.62848 0.350
H -1.90936 -2.38847 0.26511 0.354
H -2.03532 -1.58504 2.26193 0.295
H -3.23843 -0.44842 2.71215 0.273
N 5.00546 -3.22772 -4.69189 -0.494
C 3.89201 -3.13100 -4.42246 0.006
C 2.48919 -3.03058 -4.09713 0.262
C 1.55538 -3.82592 -4.75126 -0.360
C 0.22587 -3.70671 -4.39657 -0.854
C -0.11839 -2.80027 -3.40612 -0.197
N 0.77154 -2.02243 -2.77687 0.258
C 2.05422 -2.14068 -3.11887 -0.392
H 1.87458 -4.52065 -5.51690 0.489
H -0.53578 -4.30890 -4.87393 0.466
H -1.15292 -2.69839 -3.09100 0.373
H 2.76000 -1.50169 -2.60067 0.414
C 2.04883 -3.23308 5.13643 -1.009
N 1.87778 -2.96114 3.72655 0.012
N 0.70289 -2.41293 3.23198 0.685
C 0.73033 -2.47747 1.85052 0.210
O -0.14971 -1.94633 1.13780 -0.963
C 1.91186 -3.19784 1.51904 -1.016
C 2.56835 -3.47126 2.68694 0.960
C 3.83935 -4.22234 2.89225 -1.590
C -0.06399 -1.47090 3.98561 -1.502
C -0.98278 -1.92261 4.92152 0.383
C -1.74273 -1.00358 5.63110 -0.732
C -1.58939 0.35640 5.39007 -0.511
C -0.67603 0.80132 4.44076 -0.633
C 0.09178 -0.11259 3.73374 0.469
H 1.69365 -2.38723 5.71774 0.374
H 3.10995 -3.35832 5.32991 0.367
H 1.51674 -4.13400 5.45012 0.313
H 2.24467 -3.42244 0.51896 0.494
H 4.31492 -4.39401 1.92967 0.370
H 3.65465 -5.19055 3.36220 0.310
H 4.53318 -3.66484 3.52156 0.377
H -1.11164 -2.98729 5.07829 0.478
H -2.46199 -1.35145 6.36231 0.385
H -2.18723 1.07212 5.94068 0.426
H -0.55640 1.85979 4.24326 0.440
H 0.80157 0.22545 2.98478 0.470
C 0.12271 2.46498 -2.72631 -0.717
N -0.96533 1.49413 -2.47697 0.782
C -1.23172 0.78765 -3.74075 -0.754
N -1.61123 1.69675 -4.82394 0.071
C -0.51226 2.65731 -5.00809 -0.643
N -0.22402 3.41528 -3.78695 0.102
C -1.44786 4.11953 -3.38810 -0.719
N -2.57039 3.20080 -3.15612 0.041
C -2.17577 2.25362 -2.10945 -0.443
C -2.80076 2.44501 -4.39145 -0.758
H 1.02897 1.92085 -2.99900 0.218
H 0.31849 3.01054 -1.80203 0.153
H -2.04673 0.07354 -3.59046 0.214
H -0.33332 0.23976 -4.03007 0.209
H -0.78365 3.35325 -5.80322 0.346
H 0.38514 2.11473 -5.30961 0.347
H -1.72408 4.82267 -4.17538 0.334
H -1.25268 4.67881 -2.47197 0.365
H -2.99464 1.55853 -1.91765 0.102
H -1.97140 2.80403 -1.18895 0.096
H -3.08775 3.13791 -5.18378 0.349
H -3.62024 1.74261 -4.22868 0.353
```



Which one sits at the bottom of the stability order? #1 does.